Density functional theory data (ωB97M-V/def2-TZVPD) for C14H10BrF9OV as an isolated structure.

Summary:
- relative energy (zero: lowest compared OMol25 entry of this formula, charge and spin) (kJ/mol) = 0.0
- LUMO level (alpha / beta) (eV) = 2.62 / 2.62
- spin multiplicity = 3
- max |F| (eV/Å) = 2.30
- total charge = -1

Last column: natural (NBO) charge in e.
Geometry (Å):
C  -1.156  -0.759  -1.833  -0.3111
C  -1.217  -1.769  -0.827  -0.3154
C  -1.942  -1.219  0.306  -0.2931
H  -0.787  -2.774  -0.889  0.2642
C  -2.314  0.126  -0.014  -0.3045
C  -1.842  0.416  -1.334  -0.2969
H  -1.994  1.361  -1.877  0.2308
H  -0.709  -0.877  -2.831  0.2323
H  -2.157  -1.743  1.243  0.2712
H  -2.930  0.786  0.611  0.2478
V  0.000  -0.123  0.038  0.9535
Br  0.965  -2.174  1.317  -0.5677
C  1.959  1.147  0.390  -0.2933
C  1.124  1.927  -0.489  -0.3379
C  0.974  1.196  -1.710  -0.2906
H  0.705  2.922  -0.265  0.2350
C  1.698  -0.052  -1.581  -0.3426
C  2.329  -0.060  -0.298  -0.2843
H  2.987  -0.846  0.087  0.2658
H  2.284  1.438  1.395  0.2585
H  0.420  1.533  -2.600  0.2227
H  1.775  -0.848  -2.339  0.2314
F  -0.343  2.404  3.160  -0.3260
C  -0.862  1.297  3.786  0.9702
F  -0.954  1.572  5.111  -0.3328
F  -2.133  1.138  3.286  -0.3336
C  -0.013  0.032  3.436  0.0629
O  -0.085  0.200  2.134  -0.7790
C  1.412  0.213  4.057  0.9570
F  1.361  0.291  5.436  -0.3388
F  2.270  -0.797  3.739  -0.3088
F  2.000  1.359  3.597  -0.3296
C  -0.714  -1.209  4.134  0.9603
F  -0.971  -0.947  5.475  -0.3432
F  -1.908  -1.472  3.538  -0.3249
F  -0.002  -2.370  4.107  -0.3096

---

Density functional theory data (ωB97M-V/def2-TZVPD) for a 2-piece molecular cluster, CCl3F2N overall.

Summary:
- relative energy (zero: lowest compared OMol25 entry of this formula, charge and spin) (kJ/mol) = 168.0
- LUMO level (eV) = -0.09
- max |F| (eV/Å) = 7.80
- total charge = 0
- SMILES = F/N=C(/F)Cl.ClCl

Last column: natural (NBO) charge in e.
Geometry (Å):
F  -0.124  -1.531  1.223  -0.1817
N  0.083  -1.137  -0.065  -0.0780
C  -0.706  -0.462  -0.769  0.5594
F  -0.191  0.282  -1.640  -0.2571
Cl  -2.191  0.336  -0.140  -0.0510
Cl  0.837  1.679  0.975  -0.0048
Cl  2.292  0.834  0.416  0.0132

---

Density functional theory data (ωB97M-V/def2-TZVPD) for an isolated ion of composition C5H13NO and charge +1.

Summary:
- relative energy (zero: lowest compared OMol25 entry of this formula, charge and spin) (kJ/mol) = 382.4
- LUMO level (alpha / beta) (eV) = -3.39 / -8.33
- spin multiplicity = 2
- max |F| (eV/Å) = 5.74
- total charge = +1

Last column: natural (NBO) charge in e.
Geometry (Å):
C  -0.279  -0.340  -0.598  -0.4443
C  -0.073  1.174  -0.734  0.0887
C  1.332  1.565  -1.192  -0.6209
O  -0.774  1.592  -2.020  -0.6930
C  0.629  -0.989  0.440  -0.2920
N  -0.242  -1.800  1.309  -0.1068
C  -0.776  -1.192  2.603  -0.5147
H  -1.310  -0.592  -0.649  0.2460
H  0.281  -0.880  -1.465  0.2545
H  -0.233  1.634  0.196  0.1811
H  1.395  2.626  -1.394  0.2565
H  1.894  0.944  -1.983  0.2317
H  1.957  1.468  -0.256  0.1802
H  -1.562  1.194  -2.111  0.4581
H  1.316  -0.434  1.102  0.2717
H  1.449  -1.477  -0.059  0.2547
H  0.188  -2.696  1.567  0.4154
H  -0.109  -0.252  2.688  0.2542
H  -1.962  -1.255  2.676  0.3025
H  -0.415  -1.718  3.570  0.2764

---

Density functional theory data (ωB97M-V/def2-TZVPD) for a 2-piece molecular cluster, CH2ClO2P overall.

Summary:
- relative energy (zero: lowest compared OMol25 entry of this formula, charge and spin) (kJ/mol) = 38.8
- LUMO level (eV) = -0.99
- max |F| (eV/Å) = 2.84
- total charge = 0
- SMILES = O=PCl.C=O

Last column: natural (NBO) charge in e.
Geometry (Å):
O  3.302  -1.704  -0.433  -0.9532
P  4.081  -0.791  0.421  1.3147
Cl  4.007  1.124  -0.288  -0.3596
C  0.534  1.310  -0.627  0.2580
O  0.554  0.334  0.120  -0.5098
H  0.148  2.357  -0.248  0.1220
H  0.925  1.225  -1.740  0.1279

---

Density functional theory data (ωB97M-V/def2-TZVPD) for an isolated molecule of C17H21N3O5.

Summary:
- relative energy (zero: lowest compared OMol25 entry of this formula, charge and spin) (kJ/mol) = 129.1
- LUMO level (eV) = 0.61
- max |F| (eV/Å) = 0.72
- total charge = 0
- SMILES = CC/C(NCCCO)=C1\C(=O)NC(=O)N(c2ccc(OC)cc2)C1=O

Last column: natural (NBO) charge in e.
Geometry (Å):
C  4.199  1.159  1.008  -0.5871
C  3.798  1.129  -0.471  -0.4800
C  2.408  0.599  -0.652  0.4336
N  2.233  -0.640  -1.074  -0.5344
C  3.199  -1.658  -1.387  -0.2172
C  3.671  -2.447  -0.156  -0.4332
C  2.508  -3.052  0.637  -0.0630
O  1.719  -2.094  1.296  -0.7128
C  1.276  1.392  -0.364  -0.4496
C  1.406  2.782  0.020  0.6834
O  2.429  3.438  0.112  -0.6421
N  0.206  3.427  0.298  -0.6443
C  -1.063  2.912  0.305  0.8036
O  -2.022  3.564  0.639  -0.6019
N  -1.134  1.595  -0.101  -0.4882
C  -2.433  0.993  -0.143  0.0981
C  -2.702  -0.117  0.639  -0.1079
C  -3.953  -0.707  0.605  -0.3277
C  -4.950  -0.178  -0.209  0.3088
O  -6.212  -0.675  -0.317  -0.4911
C  -6.559  -1.805  0.446  -0.2517
C  -4.669  0.945  -0.989  -0.2558
C  -3.420  1.524  -0.962  -0.1615
C  -0.049  0.820  -0.489  0.6904
O  -0.283  -0.311  -0.921  -0.6435
H  5.237  1.470  1.097  0.2181
H  4.087  0.182  1.471  0.1822
H  3.583  1.873  1.544  0.2333
H  3.841  2.150  -0.847  0.2756
H  4.510  0.517  -1.025  0.2045
H  1.238  -0.923  -1.085  0.4578
H  4.069  -1.231  -1.895  0.2048
H  2.711  -2.349  -2.078  0.2101
H  4.253  -1.795  0.500  0.1988
H  4.324  -3.253  -0.494  0.2183
H  1.825  -3.575  -0.037  0.1791
H  2.908  -3.780  1.358  0.1660
H  2.262  -1.615  1.931  0.4639
H  0.291  4.398  0.574  0.4289
H  -1.929  -0.532  1.268  0.2149
H  -4.135  -1.574  1.220  0.2187
H  -5.942  -2.671  0.186  0.1754
H  -6.475  -1.607  1.519  0.1761
H  -7.599  -2.017  0.201  0.1998
H  -5.452  1.344  -1.614  0.2249
H  -3.209  2.392  -1.565  0.2235

---

Density functional theory data (ωB97M-V/def2-TZVPD) for an isolated molecule of C3H4BrNO.

Summary:
- relative energy (zero: lowest compared OMol25 entry of this formula, charge and spin) (kJ/mol) = 124.9
- LUMO level (eV) = 0.65
- max |F| (eV/Å) = 4.72
- total charge = 0
- SMILES = O=CC/N=C\Br

Last column: natural (NBO) charge in e.
Geometry (Å):
O  -0.552  2.014  -0.715  -0.5243
C  -0.202  1.313  0.221  0.4032
C  0.325  -0.121  0.059  -0.3744
N  -0.410  -0.935  -0.952  -0.3713
C  -1.607  -0.837  -1.023  0.0499
Br  -2.709  0.157  0.138  0.0236
H  -0.329  1.677  1.232  0.1285
H  1.327  -0.011  -0.292  0.2358
H  0.311  -0.669  1.062  0.2227
H  -2.060  -1.548  -1.675  0.2064